# C56H152N24O24

16 unconnected molecules or ions with the total composition C56H152N24O24 at a distorted geometry (the ωB97M-V functional and the def2-TZVPD basis, OMol25).

Values from the calculation:
Calculated total energy in Ha: -5344.67579
HOMO-LUMO gap in eV: 8.94
E_HOMO in hartree: -0.316

Last columns: bonded neighbours and bond lengths (Å).
Cartesian coordinates (Å):
1 C 4.94 4.51 1.49  O2 1.249, N3 1.329, N4 1.387
2 O 4.44 3.68 0.71  C1 1.249
3 N 4.36 4.92 2.62  C1 1.329, H5 1.011, H6 1.043
4 N 6.10 5.18 1.13  C1 1.387, H7 1.016, H8 0.991
5 H 3.43 4.61 2.87  N3 1.011
6 H 4.74 5.80 3.03  N3 1.043
7 H 6.57 4.74 0.35  N4 1.016
8 H 6.62 5.73 1.77  N4 0.991
9 C -2.06 -3.12 -3.33  O10 1.195, N11 1.364, N12 1.304
10 O -1.07 -2.47 -3.16  C9 1.195
11 N -2.37 -3.73 -4.51  C9 1.364, H13 1.029, H14 1.011
12 N -2.86 -3.38 -2.34  C9 1.304, H15 1.019, H16 0.984
13 H -3.30 -3.41 -4.82  N11 1.029
14 H -1.62 -3.69 -5.19  N11 1.011
15 H -2.80 -2.72 -1.57  N12 1.019
16 H -3.66 -3.91 -2.57  N12 0.984
17 C 0.95 2.59 2.58  O18 1.234, N19 1.367, N20 1.445
18 O 0.22 3.02 1.69  C17 1.234
19 N 1.86 1.58 2.41  C17 1.367, H21 1.049, H22 1.018
20 N 1.03 3.17 3.90  C17 1.445, H23 0.997, H24 1.014
21 H 1.81 0.93 1.59  N19 1.049
22 H 2.29 1.09 3.20  N19 1.018
23 H 1.59 2.82 4.65  N20 0.997
24 H 0.59 4.08 4.04  N20 1.014
25 C 2.95 -4.17 -2.07  O26 1.227, N27 1.324, N28 1.324
26 O 3.36 -3.85 -3.18  C25 1.227
27 N 2.04 -5.11 -1.84  C25 1.324, H29 0.995, H30 1.008
28 N 3.49 -3.69 -0.96  C25 1.324, H31 0.984, H32 1.015
29 H 1.48 -5.02 -1.02  N27 0.995
30 H 1.59 -5.44 -2.67  N27 1.008
31 H 3.35 -3.92 -0.01  N28 0.984
32 H 4.11 -2.92 -1.16  N28 1.015
33 C 2.98 -2.36 -6.10  O34 1.227, N35 1.376, N36 1.406
34 O 2.17 -2.43 -7.02  C33 1.227
35 N 4.25 -2.87 -6.17  C33 1.376, H37 1.003, H38 1.045
36 N 2.67 -1.64 -4.94  C33 1.406, H39 0.995, H40 0.988
37 H 4.32 -3.58 -6.88  N35 1.003
38 H 4.75 -3.11 -5.28  N35 1.045
39 H 3.12 -1.87 -4.08  N36 0.995
40 H 1.71 -1.45 -4.86  N36 0.988
41 C 4.67 1.23 -5.78  O42 1.178, N43 1.358, N44 1.360
42 O 5.24 2.26 -5.67  C41 1.178
43 N 5.29 0.24 -6.47  C41 1.358, H45 1.027, H46 1.027
44 N 3.48 1.04 -5.16  C41 1.360, H47 1.012, H48 1.027
45 H 6.27 0.45 -6.68  N43 1.027
46 H 5.03 -0.75 -6.49  N43 1.027
47 H 3.08 0.13 -4.97  N44 1.012
48 H 3.16 1.85 -4.62  N44 1.027
49 C 6.61 3.86 -2.32  O50 1.239, N51 1.341, N52 1.377
50 O 7.31 4.12 -1.33  C49 1.239
51 N 5.32 3.55 -2.14  C49 1.341, H53 0.997, H54 0.984
52 N 7.01 3.84 -3.63  C49 1.377, H55 1.022, H56 1.006
53 H 4.89 3.71 -1.25  N51 0.997
54 H 4.73 3.30 -2.89  N51 0.984
55 H 8.01 3.96 -3.80  N52 1.022
56 H 6.35 3.54 -4.33  N52 1.006
57 C 1.53 3.52 -2.09  O58 1.217, N59 1.383, N60 1.428
58 O 2.10 3.25 -3.13  C57 1.217
59 N 2.07 3.63 -0.82  C57 1.383, H61 0.987, H62 1.029
60 N 0.17 3.95 -2.10  C57 1.428, H63 0.978, H64 1.004
61 H 2.99 3.89 -0.57  N59 0.987
62 H 1.37 3.61 -0.06  N59 1.029
63 H -0.37 3.61 -2.84  N60 0.978
64 H -0.34 4.03 -1.24  N60 1.004
65 C -6.97 -2.42 1.32  O66 1.408, H74 1.137, H75 1.117, H76 1.065
66 O -8.05 -2.03 0.50  C65 1.408, C67 1.421
67 C -8.67 -3.18 -0.07  O66 1.421, C68 1.528, H77 1.125, H78 1.112
68 C -9.71 -2.89 -1.16  C67 1.528, N69 1.455, H79 1.059, H80 1.124
69 N -9.26 -1.91 -2.13  C68 1.455, C70 1.439, H81 1.018
70 C -10.28 -1.57 -3.09  N69 1.439, C71 1.567, H82 1.122, H83 1.067
71 C -9.94 -0.36 -4.03  C70 1.567, O72 1.425, H84 1.115, H85 1.093
72 O -9.49 -0.81 -5.30  C71 1.425, C73 1.443
73 C -8.79 0.18 -6.08  O72 1.443, H86 1.116, H87 1.081, H88 1.097
74 H -6.15 -2.93 0.74  C65 1.137
75 H -7.34 -3.18 2.05  C65 1.117
76 H -6.63 -1.58 1.89  C65 1.065
77 H -9.13 -3.70 0.81  C67 1.125
78 H -7.88 -3.88 -0.41  C67 1.112
79 H -10.58 -2.57 -0.66  C68 1.059
80 H -9.96 -3.81 -1.75  C68 1.124
81 H -8.91 -1.06 -1.68  N69 1.018
82 H -11.15 -1.23 -2.47  C70 1.122
83 H -10.59 -2.29 -3.82  C70 1.067
84 H -9.19 0.34 -3.60  C71 1.115
85 H -10.85 0.23 -4.20  C71 1.093
86 H -9.41 1.08 -6.31  C73 1.116
87 H -8.65 -0.34 -7.01  C73 1.081
88 H -7.81 0.51 -5.71  C73 1.097
89 C 4.92 -0.23 -2.30  O90 1.468, H98 1.044, H99 1.039, H100 1.078
90 O 3.55 -0.67 -2.01  C89 1.468, C91 1.431
91 C 2.72 0.46 -1.72  O90 1.431, C92 1.568, H101 1.103, H102 1.112
92 C 1.28 0.10 -1.21  C91 1.568, N93 1.414, H103 1.134, H104 1.071
93 N 1.31 -0.70 -0.04  C92 1.414, C94 1.447, H105 1.036
94 C 0.15 -1.54 0.20  N93 1.447, C95 1.518, H106 1.101, H107 1.087
95 C -1.08 -0.68 0.02  C94 1.518, O96 1.421, H108 1.120, H109 1.132
96 O -2.18 -1.40 0.57  C95 1.421, C97 1.414
97 C -3.31 -0.56 0.48  O96 1.414, H110 1.111, H111 1.094, H112 1.088
98 H 5.32 0.15 -1.41  C89 1.044
99 H 4.97 0.51 -3.03  C89 1.039
100 H 5.49 -1.08 -2.63  C89 1.078
101 H 2.60 1.11 -2.60  C91 1.103
102 H 3.31 1.12 -1.05  C91 1.112
103 H 0.81 -0.48 -2.06  C92 1.134
104 H 0.67 0.97 -1.14  C92 1.071
105 H 2.11 -1.35 -0.03  N93 1.036
106 H 0.31 -1.91 1.23  C94 1.101
107 H 0.10 -2.45 -0.38  C94 1.087
108 H -1.30 -0.37 -1.03  C95 1.120
109 H -0.87 0.29 0.57  C95 1.132
110 H -3.29 0.34 1.14  C97 1.111
111 H -4.22 -1.17 0.58  C97 1.094
112 H -3.39 -0.16 -0.53  C97 1.088
113 C -3.07 4.31 2.34  O114 1.430, H122 1.124, H123 1.110, H124 1.140
114 O -4.45 4.15 2.00  C113 1.430, C115 1.410
115 C -4.79 3.22 1.00  O114 1.410, C116 1.550, H125 1.185, H126 1.136
116 C -6.33 3.28 0.86  C115 1.550, N117 1.427, H127 1.090, H128 1.074
117 N -6.63 2.94 -0.49  C116 1.427, C118 1.461, H129 1.011
118 C -7.17 1.62 -0.79  N117 1.461, C119 1.528, H130 1.141, H131 1.075
119 C -8.53 1.36 -0.13  C118 1.528, O120 1.413, H132 1.129, H133 1.094
120 O -9.40 2.41 -0.48  C119 1.413, C121 1.395
121 C -10.68 2.35 0.08  O120 1.395, H134 1.086, H135 1.082, H136 1.091
122 H -2.66 3.33 2.73  C113 1.124
123 H -3.02 5.12 3.09  C113 1.110
124 H -2.42 4.61 1.45  C113 1.140
125 H -4.46 2.12 1.27  C115 1.185
126 H -4.33 3.55 0.01  C115 1.136
127 H -6.75 4.23 1.19  C116 1.090
128 H -6.76 2.55 1.53  C116 1.074
129 H -7.21 3.63 -0.94  N117 1.011
130 H -6.43 0.81 -0.45  C118 1.141
131 H -7.23 1.50 -1.86  C118 1.075
132 H -8.44 1.29 0.99  C119 1.129
133 H -8.84 0.36 -0.44  C119 1.094
134 H -11.00 3.38 0.20  C121 1.086
135 H -10.74 1.76 0.98  C121 1.082
136 H -11.37 1.88 -0.62  C121 1.091
137 C -4.46 3.43 -3.44  O138 1.427, H146 1.114, H147 1.071, H148 1.104
138 O -5.10 2.21 -3.81  C137 1.427, C139 1.425
139 C -4.59 1.17 -2.98  O138 1.425, C140 1.499, H149 1.093, H150 1.127
140 C -3.40 0.47 -3.55  C139 1.499, N141 1.436, H151 1.120, H152 1.071
141 N -2.25 1.26 -3.89  C140 1.436, C142 1.452, H153 1.004
142 C -1.36 0.43 -4.67  N141 1.452, C143 1.531, H154 1.080, H155 1.100
143 C -0.13 1.24 -5.07  C142 1.531, O144 1.421, H156 1.151, H157 1.158
144 O -0.54 2.30 -5.92  C143 1.421, C145 1.434
145 C 0.59 3.06 -6.37  O144 1.434, H158 1.107, H159 1.080, H160 1.123
146 H -4.96 4.02 -2.64  C137 1.114
147 H -4.41 4.06 -4.30  C137 1.071
148 H -3.44 3.17 -3.10  C137 1.104
149 H -5.39 0.43 -2.86  C139 1.093
150 H -4.36 1.51 -1.93  C139 1.127
151 H -3.68 -0.25 -4.35  C140 1.120
152 H -3.07 -0.19 -2.77  C140 1.071
153 H -2.44 2.05 -4.48  N141 1.004
154 H -1.90 0.02 -5.52  C142 1.080
155 H -1.07 -0.41 -4.03  C142 1.100
156 H 0.68 0.68 -5.67  C143 1.151
157 H 0.40 1.68 -4.14  C143 1.158
158 H 1.19 3.27 -5.46  C145 1.107
159 H 0.16 3.94 -6.81  C145 1.080
160 H 1.19 2.48 -7.13  C145 1.123
161 C -0.62 -5.05 0.19  O162 1.431, H170 1.114, H171 1.122, H172 1.118
162 O 0.68 -5.08 0.78  C161 1.431, C163 1.462
163 C 0.65 -4.79 2.21  O162 1.462, C164 1.475, H173 1.148, H174 1.089
164 C 2.00 -4.81 2.81  C163 1.475, N165 1.479, H175 1.092, H176 1.099
165 N 2.77 -3.62 2.41  C164 1.479, C166 1.463, H177 1.061
166 C 4.09 -3.50 3.04  N165 1.463, C167 1.628, H178 1.062, H179 1.144
167 C 5.00 -2.29 2.44  C166 1.628, O168 1.405, H180 1.114, H181 1.132
168 O 4.21 -1.13 2.43  C167 1.405, C169 1.449
169 C 4.90 -0.24 1.51  O168 1.449, H182 1.135, H183 1.119, H184 1.101
170 H -1.43 -5.65 0.67  C161 1.114
171 H -0.47 -5.53 -0.82  C161 1.122
172 H -0.99 -4.00 0.08  C161 1.118
173 H -0.05 -5.53 2.75  C163 1.148
174 H 0.19 -3.81 2.26  C163 1.089
175 H 2.64 -5.62 2.44  C164 1.092
176 H 1.97 -4.89 3.90  C164 1.099
177 H 2.28 -2.70 2.59  N165 1.061
178 H 4.62 -4.42 2.95  C166 1.062
179 H 4.01 -3.26 4.15  C166 1.144
180 H 5.33 -2.60 1.42  C167 1.114
181 H 5.93 -2.19 3.08  C167 1.132
182 H 4.43 0.79 1.46  C169 1.135
183 H 4.88 -0.72 0.50  C169 1.119
184 H 5.96 -0.10 1.78  C169 1.101
185 C 8.12 0.83 -2.62  O186 1.416, H194 1.093, H195 1.080, H196 1.069
186 O 8.29 -0.56 -2.41  C185 1.416, C187 1.454
187 C 8.30 -0.89 -0.99  O186 1.454, C188 1.509, H197 1.096, H198 1.097
188 C 7.99 -2.36 -0.86  C187 1.509, N189 1.492, H199 1.052, H200 1.099
189 N 6.58 -2.66 -1.25  C188 1.492, C190 1.483, H201 1.013
190 C 6.61 -3.34 -2.57  N189 1.483, C191 1.586, H202 1.080, H203 1.090
191 C 7.38 -4.72 -2.44  C190 1.586, O192 1.445, H204 1.076, H205 1.099
192 O 7.02 -5.28 -1.15  C191 1.445, C193 1.429
193 C 7.76 -6.49 -0.96  O192 1.429, H206 1.116, H207 1.095, H208 1.101
194 H 7.48 1.21 -1.83  C185 1.093
195 H 7.68 0.90 -3.61  C185 1.080
196 H 9.06 1.35 -2.59  C185 1.069
197 H 7.61 -0.23 -0.44  C187 1.096
198 H 9.34 -0.69 -0.71  C187 1.097
199 H 8.02 -2.59 0.17  C188 1.052
200 H 8.77 -2.81 -1.48  C188 1.099
201 H 6.20 -3.38 -0.65  N189 1.013
202 H 7.17 -2.74 -3.28  C190 1.080
203 H 5.59 -3.57 -2.90  C190 1.090
204 H 8.44 -4.59 -2.45  C191 1.076
205 H 7.15 -5.45 -3.23  C191 1.099
206 H 7.39 -6.94 -0.01  C193 1.116
207 H 8.83 -6.31 -0.85  C193 1.095
208 H 7.63 -7.25 -1.74  C193 1.101
209 C -2.67 -3.16 2.99  O210 1.451, H218 1.100, H219 1.087, H220 1.079
210 O -3.21 -2.81 4.30  C209 1.451, C211 1.474
211 C -3.65 -1.41 4.26  O210 1.474, C212 1.510, H221 1.103, H222 1.107
212 C -2.45 -0.51 4.13  C211 1.510, N213 1.461, H223 1.112, H224 1.125
213 N -1.43 -0.84 5.13  C212 1.461, C214 1.431, H225 1.064
214 C -0.06 -0.74 4.73  N213 1.431, C215 1.520, H226 1.095, H227 1.142
215 C 0.75 -1.43 5.82  C214 1.520, O216 1.425, H228 1.071, H229 1.115
216 O 0.25 -2.74 6.06  C215 1.425, C217 1.380
217 C 0.54 -3.14 7.35  O216 1.380, H230 1.089, H231 1.086, H232 1.118
218 H -1.61 -2.90 2.88  C209 1.100
219 H -3.20 -2.69 2.16  C209 1.087
220 H -2.71 -4.23 2.87  C209 1.079
221 H -4.09 -1.28 5.27  C211 1.103
222 H -4.40 -1.24 3.46  C211 1.107
223 H -2.76 0.56 4.14  C212 1.112
224 H -2.03 -0.64 3.09  C212 1.125
225 H -1.57 -1.81 5.53  N213 1.064
226 H 0.26 0.30 4.65  C214 1.095
227 H 0.18 -1.20 3.72  C214 1.142
228 H 0.70 -0.87 6.73  C215 1.071
229 H 1.85 -1.40 5.61  C215 1.115
230 H 1.55 -2.81 7.57  C217 1.089
231 H 0.43 -4.22 7.42  C217 1.086
232 H -0.24 -2.66 8.00  C217 1.118
233 C -1.36 7.28 7.70  O234 1.474, H242 1.047, H243 1.069, H244 1.092
234 O -0.92 5.87 7.73  C233 1.474, C235 1.408
235 C -1.47 5.14 6.66  O234 1.408, C236 1.522, H245 1.097, H246 1.094
236 C -0.99 3.72 6.88  C235 1.522, N237 1.473, H247 1.059, H248 1.098
237 N 0.48 3.57 6.87  C236 1.473, C238 1.460, H249 1.006
238 C 0.99 2.28 7.33  N237 1.460, C239 1.491, H250 1.064, H251 1.137
239 C 2.46 2.08 7.21  C238 1.491, O240 1.415, H252 1.099, H253 1.107
240 O 2.82 1.98 5.85  C239 1.415, C241 1.425
241 C 4.16 1.58 5.60  O240 1.425, H254 1.090, H255 1.101, H256 1.064
242 H -1.47 7.55 8.71  C233 1.047
243 H -2.29 7.44 7.21  C233 1.069
244 H -0.54 7.82 7.22  C233 1.092
245 H -1.07 5.53 5.71  C235 1.097
246 H -2.55 5.27 6.53  C235 1.094
247 H -1.51 3.00 6.30  C236 1.059
248 H -1.36 3.46 7.88  C236 1.098
249 H 0.90 4.28 7.45  N237 1.006
250 H 0.60 1.50 6.73  C238 1.064
251 H 0.56 2.07 8.37  C238 1.137
252 H 2.68 1.13 7.71  C239 1.099
253 H 3.01 2.94 7.65  C239 1.107
254 H 4.25 0.55 5.95  C241 1.090
255 H 4.85 2.31 6.07  C241 1.101
256 H 4.28 1.57 4.55  C241 1.064